No. 1
Molecular formula: C19H27N2O2PdSSi
Method: DFT, ωB97M-V with the def2-TZVPD basis set

```
53
Properties=species:S:1:pos:R:3:forces:R:3
Pd 0.653825 0.547017 1.124532 -0.2 0.0 0.1
C -1.478801 -3.248932 -0.958193 0.0 0.0 0.1
N -1.275736 -3.237215 0.493359 0.0 0.0 0.0
C -1.809639 -4.354853 1.296621 0.0 0.0 0.0
C -0.639551 -2.214186 1.026919 0.0 0.0 0.0
C -0.424250 -2.126591 2.507616 0.0 0.0 0.0
O -0.205331 -1.282703 0.274292 0.1 -0.1 -0.1
H -2.063037 -4.122362 -1.223855 0.0 0.0 0.0
H -0.523792 -3.289537 -1.480175 0.0 0.0 0.0
H -2.009028 -2.349913 -1.268482 0.0 0.0 0.0
H -2.306002 -5.046430 0.625308 0.0 0.0 0.0
H -2.539228 -3.998974 2.020674 0.0 0.0 0.0
H -1.007088 -4.887574 1.802319 0.0 0.0 0.0
H -0.777436 -2.985441 3.066521 0.0 0.0 0.0
H -0.934746 -1.237371 2.886348 0.0 0.0 0.0
H 0.644674 -2.011533 2.699635 0.0 0.0 0.0
O 0.942911 1.287349 3.389360 0.1 0.1 0.0
H 0.590313 2.098639 3.775291 0.0 0.0 0.0
H 1.483918 0.884320 4.080771 0.0 0.0 0.0
S 5.192953 1.292388 0.066116 0.0 0.1 0.0
C 3.639439 1.432454 0.712870 0.0 0.0 0.0
N 2.752816 0.527478 0.331734 0.0 -0.1 -0.1
C 3.329766 -0.348692 -0.539976 0.0 0.1 0.0
C 2.677832 -1.446531 -1.163292 0.0 -0.1 -0.1
C 3.407008 -2.267872 -2.041784 -0.1 0.0 0.1
C 4.730441 -2.010010 -2.299730 0.0 0.1 0.0
C 5.396836 -0.900624 -1.683673 0.0 0.0 0.0
C 4.674692 -0.090166 -0.811379 0.0 -0.1 -0.1
H 3.399004 2.224427 1.409704 0.0 0.0 0.0
H 1.630191 -1.631989 -0.946250 0.0 0.0 0.0
H 2.915509 -3.106768 -2.514452 0.0 0.0 0.0
H 5.296701 -2.639240 -2.973846 0.0 0.0 0.0
H 6.441165 -0.710941 -1.902573 0.0 0.0 0.0
C -0.578463 3.860950 1.385321 0.0 0.0 0.0
Si -0.458953 2.498901 0.117998 0.1 0.0 0.0
C 0.437120 3.062068 -1.423255 0.0 0.0 -0.1
C -2.231752 2.119923 -0.526636 -0.3 0.0 -0.1
C -3.317007 2.984904 -0.190545 0.1 0.0 0.1
C -4.593299 2.676421 -0.558231 0.0 0.0 -0.1
C -4.832828 1.537744 -1.382571 0.0 0.0 0.0
C -3.769890 0.692985 -1.783223 -0.1 0.1 0.0
C -2.501995 0.999655 -1.396109 0.2 0.0 0.1
H -0.977853 4.771448 0.927929 0.0 0.0 0.0
H 0.409273 4.120830 1.770983 0.0 0.0 0.0
H -1.215651 3.596048 2.231202 0.0 0.0 0.0
H -0.074914 3.926507 -1.855593 0.0 0.0 0.0
H 0.495471 2.285784 -2.187523 0.0 0.0 0.0
H 1.452907 3.382308 -1.181389 0.0 0.0 0.0
H -3.129776 3.868065 0.405659 0.0 0.0 0.0
H -5.431036 3.289134 -0.252064 0.0 0.0 0.0
H -5.837282 1.345773 -1.740514 0.0 0.0 0.0
H -3.980879 -0.154888 -2.420360 0.0 0.0 0.0
H -1.669522 0.387815 -1.723418 0.0 0.0 0.0
```
Positions in Å, forces in eV/Å.

Results
energy relative to the best compared isomer or geometry (same formula, charge and spin)	0.000	eV
2S+1	5
total charge	+3
orbital gap (spin up / spin down)	6.6 / 5.0	eV
total energy	-49379.8658	eV

=====

No. 2
Molecular formula: C19H27N3O
Method: DFT, ωB97M-V with the def2-TZVPD basis set

```
50
Properties=species:S:1:pos:R:3:forces:R:3
C 4.674648 0.155833 2.226876 0.0 0.0 -0.2
C 4.366786 -0.125438 0.794730 0.3 0.0 -0.1
C 5.221632 -0.151886 -0.273532 0.0 0.1 0.4
N 4.522655 -0.446824 -1.427590 0.0 0.0 0.1
C 3.206321 -0.618738 -1.113532 -0.4 0.0 0.5
C 2.109937 -0.946222 -1.904418 0.0 0.0 -0.1
C 0.885199 -1.060158 -1.289779 -0.1 0.0 0.1
C 0.722334 -0.842567 0.088351 0.2 -0.1 -0.1
C 1.813643 -0.528877 0.880284 0.0 0.0 -0.2
C 3.065968 -0.417872 0.283599 0.1 0.0 -0.5
H 1.718833 -0.405763 1.949645 0.0 0.0 0.1
C -0.650232 -1.007179 0.641429 0.1 0.1 0.2
O -1.465886 -1.767582 0.148432 -0.1 -0.1 -0.2
N -0.922915 -0.246340 1.728912 0.1 0.2 0.2
H -0.244994 0.439662 2.020029 0.0 -0.1 -0.1
C -2.208085 -0.211315 2.386535 -0.3 0.1 0.2
H -2.804233 -1.028933 1.978953 0.0 0.0 0.1
C -2.930877 1.116592 2.152385 0.1 -0.1 -0.3
H -3.776503 1.184002 2.836940 0.0 0.1 0.0
H -2.247652 1.943850 2.363077 0.0 0.1 0.1
C -3.456930 1.229041 0.715920 0.1 0.1 0.4
N -4.623339 0.372196 0.554103 0.1 -0.1 0.1
C -4.484816 -0.669686 -0.450265 0.0 -0.2 -0.2
C -4.864340 -0.022027 -1.798455 0.0 -0.1 0.1
H -3.973434 0.361164 -2.296712 0.0 0.0 0.0
H -5.341756 -0.738382 -2.464074 0.0 0.0 -0.1
C -5.805223 1.126649 -1.400664 0.0 0.1 0.1
H -6.803642 1.006648 -1.817684 0.0 0.1 0.0
H -5.412747 2.087440 -1.735080 0.0 0.0 0.0
C -5.832093 1.062088 0.144002 -0.3 0.1 0.0
H -6.684173 0.459372 0.473327 0.0 0.1 0.0
H -5.906769 2.043358 0.612690 0.0 0.0 0.1
H -5.203417 -1.457420 -0.204302 0.0 -0.1 -0.1
H -3.486074 -1.101517 -0.442260 -0.1 0.0 0.1
H -2.659158 0.944543 0.022319 0.0 0.1 -0.1
H -3.712246 2.275206 0.513478 0.0 0.0 -0.1
H -2.059466 -0.373906 3.459993 -0.1 -0.1 -0.1
H 0.009424 -1.327466 -1.861202 -0.1 0.0 0.0
H 2.205035 -1.116494 -2.966673 0.0 0.0 -0.1
C 5.112317 -0.572625 -2.729074 0.2 -0.1 -0.2
H 4.326572 -0.709805 -3.467902 0.0 0.0 0.0
H 5.678562 0.326142 -2.984330 0.0 -0.1 0.0
H 5.786794 -1.432698 -2.772799 0.0 0.0 -0.1
C 6.689611 0.081698 -0.330478 -0.1 0.0 0.0
H 7.080708 0.257429 0.666840 0.0 0.0 0.0
H 7.202981 -0.780299 -0.757043 0.1 0.0 0.0
H 6.920867 0.951236 -0.946916 0.1 0.0 0.0
H 4.257227 1.118108 2.526317 0.0 0.0 0.1
H 4.236269 -0.612544 2.862437 0.0 0.0 0.1
H 5.746679 0.178304 2.403163 0.1 0.0 0.1
```
Positions in Å, forces in eV/Å.

Results
energy relative to the best compared isomer or geometry (same formula, charge and spin)	0.517	eV
2S+1	1
orbital gap	8.5	eV
SMILES string	Cc1c(C)n(C)c2ccc(C(=O)NCCCN3CCCC3)cc12
total energy	-26659.9503	eV

=====

No. 3
Molecular formula: C19H27N3O2S
Method: DFT, ωB97M-V with the def2-TZVPD basis set

```
52
Properties=species:S:1:pos:R:3:forces:R:3
C -1.772263 -4.079745 -1.047499 -0.2 0.1 0.1
H -1.924235 -5.115652 -0.755507 0.0 -0.1 0.0
H -1.999661 -3.985478 -2.106726 0.0 0.0 -0.1
H -0.722560 -3.832278 -0.900544 0.1 0.0 0.0
C -2.665739 -3.161843 -0.215598 0.1 0.1 0.0
C -2.434011 -3.387794 1.278465 -0.2 0.1 -0.2
H -1.378755 -3.319943 1.539851 0.2 0.0 0.1
H -2.772651 -4.384468 1.549863 0.0 -0.1 0.1
H -2.999486 -2.667476 1.862276 0.0 0.0 0.1
H -3.713715 -3.393409 -0.428662 0.1 0.1 0.0
C -2.457143 -1.698765 -0.636611 -0.4 -0.2 -0.1
N -1.147945 -1.213057 -0.251736 0.0 -0.2 0.2
C -0.492318 -0.259688 -0.946400 -0.1 -0.1 0.0
O -1.033057 0.323982 -1.880615 0.2 0.0 -0.2
C 0.905830 0.031903 -0.544297 0.5 0.3 -0.1
C 1.547081 -0.509171 0.567740 -0.1 0.0 -0.1
C 2.858959 -0.181723 0.843700 0.0 0.0 0.1
C 3.587274 0.689399 0.034507 -0.1 0.0 -0.1
C 2.937595 1.231938 -1.068600 0.1 0.0 0.1
C 1.624150 0.911239 -1.349980 -0.3 -0.1 0.0
H 1.126025 1.336872 -2.208064 0.0 0.0 0.0
H 3.448162 1.915289 -1.726594 0.1 0.1 -0.1
C 5.031617 1.004092 0.384689 0.2 0.0 0.1
C 5.841406 -0.300561 0.375195 -0.1 0.2 0.0
H 6.884285 -0.093389 0.604485 0.1 0.0 0.0
H 5.466463 -1.007716 1.109841 0.0 -0.1 0.1
H 5.790234 -0.768008 -0.605994 0.0 -0.1 -0.1
C 5.080623 1.638256 1.782155 0.0 -0.1 -0.2
H 4.484107 2.547856 1.803507 0.0 0.1 0.0
H 6.106353 1.892170 2.040089 0.1 0.0 0.0
H 4.697746 0.961522 2.540909 0.0 -0.1 0.1
C 5.679461 1.976212 -0.604655 -0.1 -0.2 0.1
H 5.692562 1.561785 -1.609985 0.0 0.0 -0.1
H 5.156123 2.929333 -0.617077 0.0 0.1 -0.1
H 6.708837 2.163061 -0.305975 0.1 0.0 0.0
H 3.321690 -0.620483 1.714854 0.1 0.0 0.1
H 1.039620 -1.183922 1.242742 0.0 -0.1 0.1
H -0.737923 -1.627752 0.567230 0.1 0.1 -0.1
C -3.559701 -0.774175 -0.092953 0.4 -0.2 -0.3
O -4.401408 -1.110583 0.709019 0.0 -0.4 0.1
N -3.493233 0.472636 -0.628191 0.3 0.1 -0.3
C -4.369373 1.472347 -0.297795 -0.7 0.5 0.4
N -4.296524 2.629975 -0.790673 0.8 -0.3 -0.5
C -5.302002 3.536933 -0.328018 -0.3 0.2 0.1
H -5.848881 3.908665 -1.199787 0.0 0.1 0.1
H -4.798622 4.390450 0.136768 -0.1 0.0 0.0
C -6.255834 2.842053 0.671464 0.0 -0.2 0.0
H -6.245369 3.316791 1.650439 0.0 0.0 0.0
H -7.279756 2.803720 0.304918 0.0 0.1 0.0
S -5.657813 1.122185 0.863951 -0.4 0.4 0.1
H -2.746705 0.693108 -1.297194 -0.2 -0.1 0.2
H -2.509501 -1.626708 -1.732918 0.0 0.0 0.2
```
Positions in Å, forces in eV/Å.

Results
energy relative to the best compared isomer or geometry (same formula, charge and spin)	0.689	eV
2S+1	1
orbital gap	8.6	eV
SMILES string	CC(C)[C@H](NC(=O)c1ccc(C(C)(C)C)cc1)C(=O)NC1=NCCS1
total energy	-39543.5914	eV

=====

No. 4
Molecular formula: C19H27N3O3
Method: DFT, ωB97M-V with the def2-TZVPD basis set

```
52
Properties=species:S:1:pos:R:3:forces:R:3
C 4.165114 -1.415373 0.387165 -0.3 0.0 -0.1
H 4.616915 -2.212940 0.972205 0.1 -0.1 0.1
H 4.448778 -0.463729 0.829964 0.1 0.1 0.1
H 4.568492 -1.457518 -0.622338 0.1 0.0 -0.1
C 2.639708 -1.561082 0.373504 -0.1 0.1 0.0
C 2.124391 -1.634714 1.810984 0.0 0.1 -0.3
H 2.445997 -2.559521 2.285635 0.1 -0.1 0.1
H 1.041325 -1.580442 1.844848 0.0 0.0 0.1
H 2.518162 -0.801207 2.387984 0.1 0.1 0.1
C 2.306710 -2.862070 -0.389269 0.2 0.2 -0.1
N 0.947134 -3.338690 -0.264572 0.3 -0.2 0.1
C 0.054544 -3.243386 -1.260592 -0.2 -0.6 0.5
O 0.303767 -2.694327 -2.324300 -0.1 0.3 -0.4
C -1.310685 -3.850150 -0.978938 0.0 0.3 -0.1
H -1.289487 -4.463007 -0.079604 0.0 -0.1 0.0
H -1.594523 -4.460593 -1.836957 0.1 0.0 0.1
C -2.326615 -2.716147 -0.815633 -0.1 0.0 -0.1
C -1.995027 -1.899539 0.375799 0.2 -0.3 0.4
N -1.284824 -2.259491 1.393437 -0.3 -0.8 -0.9
N -1.229621 -1.199298 2.232568 -0.1 1.1 0.7
C -1.905422 -0.245899 1.685252 0.2 -0.3 0.5
O -2.431917 -0.630681 0.499158 -0.1 0.1 -0.2
C -2.115962 1.119126 2.213850 0.2 0.2 -0.2
H -1.949015 1.084727 3.290636 -0.1 -0.1 -0.1
H -3.146552 1.420565 2.014455 0.0 0.0 0.1
C -1.151894 2.127919 1.572890 -0.3 -0.1 -0.1
H -0.126224 1.786801 1.720660 0.1 0.0 0.1
H -1.268931 3.085320 2.085075 0.1 0.0 0.0
C -1.411353 2.316194 0.074780 0.2 0.1 0.2
C -0.571119 3.438488 -0.464813 -0.1 -0.1 -0.1
C -0.959711 4.760685 -0.288817 0.0 0.0 0.0
C -0.170832 5.795989 -0.757131 0.0 0.1 0.0
C 1.020597 5.521380 -1.406810 0.1 0.1 0.0
C 1.415601 4.207011 -1.587708 0.1 0.1 0.0
C 0.623943 3.173292 -1.119304 0.0 0.0 0.0
H 0.926218 2.147510 -1.264299 0.0 -0.2 0.0
H 2.342641 3.987041 -2.097508 0.1 0.0 0.0
H 1.636707 6.329520 -1.773358 0.0 0.1 0.0
H -0.486569 6.819911 -0.616704 0.0 0.1 0.0
H -1.891426 4.980910 0.214105 -0.1 0.0 0.1
H -1.165498 1.393214 -0.450956 -0.1 0.0 0.0
H -2.469998 2.539340 -0.081547 0.0 0.0 0.0
H -3.335871 -3.123376 -0.705414 0.0 0.0 -0.1
H -2.314901 -2.070229 -1.696593 0.0 -0.1 0.0
H 0.626528 -3.605336 0.653858 -0.2 0.0 -0.1
H 2.492897 -2.719689 -1.457796 0.1 -0.1 0.1
H 2.969859 -3.653127 -0.023128 0.0 0.1 -0.1
C 2.059095 -0.321495 -0.342394 0.4 -0.1 0.2
O 0.686588 -0.379497 -0.635192 -0.4 -0.1 0.0
H 0.562970 -1.002818 -1.367915 0.0 0.0 -0.1
H 2.187609 0.547436 0.310650 0.1 0.0 0.0
H 2.632142 -0.145480 -1.264216 0.0 0.0 0.1
```
Positions in Å, forces in eV/Å.

Results
energy relative to the best compared isomer or geometry (same formula, charge and spin)	1.739	eV
2S+1	1
orbital gap	9.8	eV
SMILES string	CC(C)(CO)CNC(=O)CCc1nnc(CCCc2ccccc2)o1
total energy	-30755.0009	eV

=====

No. 5
Molecular formula: C19H27N3O6S2
Method: DFT, ωB97M-V with the def2-TZVPD basis set

```
57
Properties=species:S:1:pos:R:3:forces:R:3
C -5.545075 -1.037360 1.191574 0.3 0.3 0.2
C -4.707524 -0.305948 2.238432 -0.1 -0.2 0.0
O -4.414729 1.029231 1.881683 -0.1 0.2 0.0
C -3.327957 1.177990 0.997451 0.1 0.2 -0.1
C -3.339368 2.614492 0.478885 0.2 -0.4 0.1
H -4.203285 2.741871 -0.175739 -0.1 0.1 0.0
H -3.464457 3.283494 1.330258 0.0 0.1 0.0
C -2.058193 2.979585 -0.263871 -0.1 0.2 0.3
N -1.783452 2.047087 -1.336143 -0.4 0.2 0.0
C -0.600735 1.431921 -1.475129 -0.1 -0.3 -0.6
O 0.376437 1.648795 -0.785573 0.4 0.1 0.2
C -0.606085 0.343234 -2.555158 0.0 0.3 0.1
N -1.003075 -0.903613 -1.910043 0.1 0.1 -0.3
C -2.322443 -1.237596 -2.000561 -0.3 -0.3 0.0
O -3.144563 -0.506251 -2.518039 -0.2 0.1 -0.1
C -2.672775 -2.581969 -1.418329 0.0 -0.1 0.4
H -2.084265 -3.386124 -1.862339 0.0 0.0 -0.1
H -3.736796 -2.777273 -1.533234 0.1 0.1 0.0
S -2.295102 -2.502287 0.356439 0.0 0.0 -0.2
C -0.582385 -2.153154 0.157857 -0.2 0.0 -0.2
C 0.297162 -2.565208 1.153766 0.2 0.1 -0.1
C 1.652235 -2.331628 1.032385 -0.1 -0.1 0.1
C 2.113151 -1.724296 -0.119817 0.4 0.2 -0.2
C 1.256844 -1.312547 -1.116029 0.1 -0.1 -0.2
C -0.118834 -1.483162 -0.985586 0.3 -0.4 0.7
H 1.702069 -0.850491 -1.980660 -0.1 0.1 -0.1
S 3.858598 -1.377013 -0.306602 -0.4 0.0 0.4
O 4.072729 -0.899841 -1.646613 -0.2 0.1 0.1
O 4.618330 -2.510486 0.131554 0.0 0.0 0.3
N 4.023119 -0.186756 0.857784 -0.1 -0.8 -0.5
C 5.334032 -0.097822 1.475069 0.7 -0.1 -0.1
H 5.697109 -1.115401 1.614887 0.1 0.1 0.2
C 6.291036 0.703954 0.589488 0.0 -0.2 0.2
H 7.245460 0.869038 1.092546 0.0 -0.1 0.0
O 5.767133 1.982903 0.308635 0.1 0.1 0.1
C 4.525702 1.888319 -0.361507 -0.3 0.0 0.0
H 4.190160 2.912685 -0.528084 -0.1 -0.1 0.0
C 3.505361 1.116321 0.478843 -0.1 0.5 -0.4
H 2.574723 0.983572 -0.071692 -0.1 0.2 0.0
H 3.294826 1.664501 1.402517 0.0 -0.1 -0.1
H 4.657382 1.377713 -1.324964 0.0 0.1 0.1
H 6.456234 0.149115 -0.346728 0.1 0.1 0.1
H 5.214184 0.394247 2.445305 0.0 -0.1 -0.1
H 2.353249 -2.627026 1.794361 0.0 -0.1 0.2
H -0.106710 -3.060038 2.023270 0.0 -0.1 0.1
H 0.383265 0.245430 -2.997551 -0.1 0.1 0.1
H -1.339648 0.555804 -3.334332 0.2 0.0 0.1
H -2.565189 1.752522 -1.905345 0.2 -0.2 -0.1
H -2.147223 3.992011 -0.673087 0.1 -0.1 0.1
H -1.194163 2.948623 0.404725 -0.1 0.1 -0.1
H -2.381748 0.967435 1.524325 -0.1 0.0 -0.1
H -3.410673 0.475160 0.157968 0.1 0.0 0.1
H -5.270935 -0.232398 3.172576 0.1 -0.1 0.0
H -3.777316 -0.859169 2.431045 -0.1 0.1 0.0
H -5.017615 -1.097014 0.242947 0.0 0.0 -0.2
H -6.481194 -0.508865 1.032335 -0.1 0.0 0.0
H -5.757037 -2.046339 1.533861 -0.1 -0.2 0.0
```
Positions in Å, forces in eV/Å.

Results
energy relative to the best compared isomer or geometry (same formula, charge and spin)	0.258	eV
2S+1	1
orbital gap	8.9	eV
SMILES string	CCOCCCNC(=O)CN1C(=O)CSc2ccc(S(=O)(=O)N3CCOCC3)cc21
total energy	-58567.1532	eV